{"formula": "C3H6O", "method": "ωB97M-V/def2-TZVPD", "elements": ["C", "C", "C", "O", "H", "H", "H", "H", "H", "H"], "positions_angstrom": [[-1.711, 0.053, 0.427], [-0.516, -0.636, -0.167], [1.729, -0.055, -0.391], [0.517, -0.019, 0.364], [-2.501, -0.613, 0.774], [-2.109, 0.564, -0.464], [-1.449, 0.811, 1.175], [1.498, -0.414, -1.394], [2.485, -0.677, 0.090], [2.058, 0.986, -0.414]], "e_homo_ev": -8.451, "orbital_gap_ev": 9.57, "e_above_lowest_ev": 3.027, "spin_multiplicity": 1, "lumo_energy_ha": 0.041}

***

{"formula": "C6H7N2", "method": "ωB97M-V/def2-TZVPD", "elements": ["C", "C", "C", "C", "C", "C", "N", "N", "H", "H", "H", "H", "H", "H", "H"], "positions_angstrom": [[-3.218, 0.251, -0.176], [-0.028, -2.667, 0.353], [-2.137, 0.716, 0.005], [-0.003, -1.473, 0.388], [-0.318, 0.842, -0.150], [1.895, -0.191, 0.084], [0.446, -0.205, 0.083], [0.126, 2.024, -0.520], [-4.274, 0.038, -0.075], [-0.120, -3.638, 0.722], [2.325, -0.151, 1.122], [2.338, -1.023, -0.273], [2.371, 0.596, -0.512], [-0.587, 2.743, -0.664], [1.184, 2.137, -0.387]], "e_homo_ev": -14.236, "orbital_gap_ev": 9.93, "e_above_lowest_ev": 5.686, "spin_multiplicity": 1, "smiles": "C#CC(=[NH2+])N(C)C#C", "total_charge": 1, "lumo_energy_ha": -0.158}

***

{"formula": "C3H4N2O2", "method": "ωB97M-V/def2-TZVPD", "elements": ["C", "C", "C", "N", "N", "O", "O", "H", "H", "H", "H"], "positions_angstrom": [[0.779, -0.772, 1.759], [0.263, 0.597, 0.305], [-0.812, 0.105, -1.687], [0.365, -0.762, 0.531], [0.669, 1.342, 1.325], [1.007, 0.412, 2.245], [-0.365, 1.110, -0.795], [0.950, -1.691, 2.389], [-1.426, 0.650, -2.311], [-1.378, -0.643, -1.314], [-0.052, -0.348, -2.447]], "e_homo_ev": -10.028, "orbital_gap_ev": 10.95, "e_above_lowest_ev": 3.608, "spin_multiplicity": 1, "smiles": "COc1ncon1", "lumo_energy_ha": 0.034}

***

{"formula": "C5H10AlI2O2", "method": "ωB97M-V/def2-TZVPD", "elements": ["I", "C", "C", "C", "C", "O", "Al", "O", "C", "I", "H", "H", "H", "H", "H", "H", "H", "H", "H", "H"], "positions_angstrom": [[3.877, -1.355, 1.497], [2.866, -0.308, -0.082], [1.345, -0.474, -0.084], [0.650, 0.888, -0.114], [-0.875, 0.938, 0.101], [-1.558, 0.976, -1.123], [-2.887, -0.214, -1.128], [-2.797, -0.343, 0.697], [-1.472, -0.255, 0.896], [-0.957, 0.028, 3.038], [3.346, -0.682, -0.981], [3.164, 0.728, 0.059], [1.067, -1.054, -0.969], [1.022, -1.057, 0.779], [0.789, 1.331, -1.105], [1.142, 1.550, 0.605], [-1.089, 1.851, 0.672], [-2.385, -1.635, -1.733], [-4.301, 0.279, -1.700], [-0.948, -1.192, 0.677]], "e_homo_ev": -5.379, "orbital_gap_ev": 7.81, "spin_multiplicity": 1, "total_charge": -1, "lumo_energy_ha": 0.089}

***

{"formula": "C27H21N3O2PPt", "method": "ωB97M-V/def2-TZVPD", "elements": ["Pt", "N", "P", "C", "C", "C", "C", "C", "C", "C", "C", "C", "C", "C", "C", "C", "C", "C", "C", "C", "N", "H", "H", "H", "H", "H", "H", "H", "H", "H", "H", "H", "H", "H", "H", "H", "O", "C", "O", "C", "C", "C", "C", "C", "C", "C", "C", "C", "N", "H", "H", "H", "H", "H", "H"], "positions_angstrom": [[0.813, 0.774, 0.058], [1.883, -2.102, -0.321], [0.323, -1.452, -0.160], [-0.768, -2.536, -1.075], [-1.600, -1.992, -2.046], [-2.485, -2.810, -2.735], [-2.528, -4.167, -2.456], [-1.698, -4.713, -1.483], [-0.824, -3.902, -0.783], [-0.129, -1.754, 1.567], [0.700, -2.477, 2.418], [0.365, -2.613, 3.759], [-0.789, -2.025, 4.250], [-1.624, -1.310, 3.399], [-1.294, -1.171, 2.063], [2.946, -1.263, -0.145], [4.273, -1.700, -0.169], [5.274, -0.781, 0.023], [4.959, 0.566, 0.228], [3.644, 0.936, 0.218], [2.646, 0.039, 0.025], [2.050, -3.023, -0.694], [-1.557, -0.931, -2.262], [-3.135, -2.388, -3.489], [-3.219, -4.804, -2.991], [-1.746, -5.771, -1.261], [-0.215, -4.326, 0.007], [1.614, -2.920, 2.048], [1.012, -3.172, 4.420], [-1.038, -2.115, 5.298], [-2.524, -0.851, 3.782], [-1.951, -0.609, 1.407], [4.487, -2.747, -0.329], [6.305, -1.104, 0.015], [5.724, 1.310, 0.388], [3.331, 1.961, 0.353], [0.398, 3.075, 3.366], [0.397, 2.547, 2.284], [1.057, 1.456, 1.972], [-0.442, 3.126, 1.150], [-1.227, 4.268, 1.364], [-1.909, 4.787, 0.302], [-1.792, 4.194, -0.976], [-2.469, 4.716, -2.106], [-2.323, 4.127, -3.328], [-1.489, 2.994, -3.466], [-0.830, 2.463, -2.394], [-0.979, 3.056, -1.126], [-0.335, 2.533, -0.032], [-1.248, 4.692, 2.357], [-2.531, 5.665, 0.420], [-3.099, 5.586, -1.979], [-2.840, 4.523, -4.189], [-1.369, 2.543, -4.443], [-0.190, 1.594, -2.504]], "e_homo_ev": [-11.102, -11.099], "orbital_gap_ev": [7.22, 7.22], "e_above_lowest_ev": 1.629, "spin_multiplicity": 1, "total_charge": 1, "lumo_energy_ha": [-0.143, -0.143]}

***

{"formula": "CH7N6", "method": "ωB97M-V/def2-TZVPD", "elements": ["C", "N", "N", "N", "N", "N", "N", "H", "H", "H", "H", "H", "H", "H"], "positions_angstrom": [[-0.583, 0.950, -0.246], [-1.731, 1.030, 0.452], [-2.318, -0.086, 0.267], [-0.281, -0.314, -0.659], [-1.515, -0.859, -0.293], [0.160, 1.979, -0.603], [1.548, -1.120, 0.734], [0.675, -0.955, 0.143], [-1.788, -1.862, -0.546], [0.619, 1.853, -1.454], [-0.203, 2.941, -0.539], [1.883, -0.205, 0.950], [2.154, -1.701, 0.161], [1.381, -1.649, 1.634]], "e_homo_ev": -13.785, "orbital_gap_ev": 10.20, "e_above_lowest_ev": 1.650, "spin_multiplicity": 1, "total_charge": 1, "lumo_energy_ha": -0.132}